(1)
C4H10OS in the gas phase. Source: OMol25; level of theory: wB97M-V/def2-TZVPD.

- Charge: 0
- HOMO energy: -9.17 eV
- Orbital gap: 10.1 eV
- Structure (SMILES): CCOCCS

Element x y z (Å)
C -2.8016 0.1939 -0.1241
C -1.4804 -0.6106 0.0328
O -0.3944 0.2483 0.1721
C 0.8597 -0.3681 0.1552
C 1.9951 0.6533 0.0702
S 3.6234 -0.2895 -0.0873
H -3.0537 0.6956 0.8305
H -2.6330 0.9527 -0.9114
H -3.6209 -0.3662 -0.4994
H -1.3872 -1.1259 -0.9230
H -1.4533 -1.3086 0.8123
H 0.9541 -1.0645 1.0598
H 0.9583 -0.9643 -0.7748
H 2.1011 1.1560 0.9949
H 1.8872 1.3428 -0.8055
H 4.4454 0.8552 -0.0024

Results of the natural (NBO) charge analysis, in e, for atoms 1 through 8:
1. C -0.621
2. C -0.050
3. O -0.543
4. C -0.074
5. C -0.481
6. S -0.098
7. H 0.209
8. H 0.215

(2)
C4H10OS in the gas phase. Source: OMol25; level of theory: wB97M-V/def2-TZVPD.

- Charge: 0
- HOMO energy: -8.94 eV
- Orbital gap: 9.8 eV
- Structure (SMILES): OCCCCS

Element x y z (Å)
O 1.2435 1.8068 1.0503
C -0.1405 1.6628 1.0754
C -0.3959 0.2130 0.7911
C 0.3547 -0.1686 -0.4915
C 0.1549 -1.5737 -1.1439
S -1.6122 -1.8170 -1.5642
H 1.4902 2.6710 1.5002
H -0.4976 2.0097 2.0122
H -0.5466 2.3067 0.3101
H -1.4539 -0.0865 0.4200
H 0.1149 -0.2644 1.6400
H 1.4484 -0.0657 -0.3207
H 0.2753 0.5401 -1.2721
H 0.6235 -2.4277 -0.4769
H 0.7764 -1.6438 -2.0522
H -1.8352 -3.1629 -1.4778

Results of the natural (NBO) charge analysis, in e, for atoms 1 through 8:
1. O -0.733
2. C -0.055
3. C -0.448
4. C -0.420
5. C -0.513
6. S -0.081
7. H 0.474
8. H 0.163

(3)
C4H10OS in the gas phase. Source: OMol25; level of theory: wB97M-V/def2-TZVPD.

- Charge: 0
- HOMO energy: -9.09 eV
- Orbital gap: 10.1 eV
- Structure (SMILES): COCCCS

Element x y z (Å)
C 2.4091 -0.8124 0.1967
O 1.8651 0.2191 -0.5458
C 0.6784 0.6860 0.0790
C -0.5757 0.0577 -0.5100
C -1.7572 0.4995 0.3288
S -3.3207 -0.4207 -0.0400
H 1.7223 -1.6615 0.3505
H 2.7405 -0.5387 1.2251
H 3.2061 -1.2870 -0.3755
H 0.7035 0.5351 1.1587
H 0.5799 1.7692 -0.0855
H -0.7355 0.3063 -1.5691
H -0.5395 -1.0502 -0.4739
H -1.9535 1.5936 0.2319
H -1.6344 0.2687 1.3828
H -3.3884 -0.1648 -1.3537

Results of the natural (NBO) charge analysis, in e, for atoms 1 through 8:
1. C -0.253
2. O -0.525
3. C -0.063
4. C -0.443
5. C -0.492
6. S -0.055
7. H 0.157
8. H 0.163

Which of them is the most stable, and which is the least stable? (3) and (2), in that order.

(1)
2 unconnected molecules or ions with the total composition C4H10OS. Source: OMol25; level of theory: wB97M-V/def2-TZVPD.

- Charge: 0
- HOMO energy: -8.73 eV
- Orbital gap: 9.5 eV
- Structure (SMILES): C=CO.CCS

Element x y z (Å)
C -1.9782 -1.4400 -0.4230
C -2.3398 -0.2166 -0.8165
O -1.4963 0.8726 -0.7836
H -2.6894 -2.0515 0.1118
H -0.9387 -1.5309 -0.1409
H -3.3688 0.0593 -1.0374
H -1.9962 1.5981 -0.3641
C 1.6858 1.4467 0.5242
C 1.6818 -0.0757 0.6752
S 1.6740 -0.9836 -1.0461
H 2.1244 1.6816 -0.4478
H 0.6659 1.8214 0.5408
H 2.2351 1.9001 1.3492
H 0.7860 -0.5298 1.0870
H 2.5833 -0.5097 1.0829
H 1.3711 -2.0419 -0.3116

Results of the natural (NBO) charge analysis, in e, for atoms 1 through 8:
1. C -0.511
2. C 0.161
3. O -0.706
4. H 0.217
5. H 0.197
6. H 0.157
7. H 0.481
8. C -0.633

(2)
2 unconnected molecules or ions with the total composition C4H10OS. Source: OMol25; level of theory: wB97M-V/def2-TZVPD.

- Charge: 0
- HOMO energy: -8.68 eV
- Orbital gap: 9.5 eV
- Structure (SMILES): C=CO.CCS

Element x y z (Å)
C -2.6576 -0.1401 0.0474
C -3.0668 0.3767 1.2037
O -2.1651 0.5116 2.2106
H -3.3909 -0.2578 -0.7411
H -1.6247 -0.2201 -0.2578
H -4.0836 0.7040 1.3820
H -2.3346 1.1385 2.9008
C 2.6589 -0.7831 -1.4863
C 1.8335 -0.6180 -0.2167
S 1.6426 1.1724 0.4024
H 3.4295 -0.0077 -1.5000
H 2.9590 -1.8362 -1.5127
H 2.0666 -0.5787 -2.3683
H 2.1585 -1.1441 0.6717
H 0.7759 -0.6599 -0.4406
H 1.7989 2.3425 -0.2952

Results of the natural (NBO) charge analysis, in e, for atoms 1 through 8:
1. C -0.508
2. C 0.145
3. O -0.696
4. H 0.199
5. H 0.205
6. H 0.168
7. H 0.486
8. C -0.634

(3)
2 unconnected molecules or ions with the total composition C4H10OS. Source: OMol25; level of theory: wB97M-V/def2-TZVPD.

- Charge: 0
- HOMO energy: -8.19 eV
- Orbital gap: 8.9 eV
- Structure (SMILES): C=CO.CSC

Element x y z (Å)
C 0.6718 0.1547 2.0149
C -0.3354 0.9834 1.8233
O -0.2362 1.9737 0.8744
H 0.6069 -0.6708 2.7164
H 1.6640 0.3174 1.6162
H -1.3597 0.7019 2.0518
H -0.6657 2.7832 1.1662
C -0.8248 0.3362 -1.8475
S 0.1414 -1.0474 -2.4612
C 0.7859 -1.7264 -0.9197
H -1.7158 0.0297 -1.3118
H -0.2266 1.0238 -1.2574
H -1.1942 0.8822 -2.7161
H 1.8646 -1.6778 -0.8170
H 0.5083 -2.7783 -0.8914
H 0.3156 -1.2854 -0.0412

Results of the natural (NBO) charge analysis, in e, for atoms 1 through 8:
1. C -0.472
2. C 0.113
3. O -0.710
4. H 0.210
5. H 0.210
6. H 0.171
7. H 0.483
8. C -0.752

Which of them is the most stable, and which is the least stable? (3) and (2), in that order.

(1)
C6H7N3 in the gas phase. Source: OMol25; level of theory: wB97M-V/def2-TZVPD.

- Charge: 0
- HOMO energy: -9.49 eV
- Orbital gap: 9.4 eV
- Structure (SMILES): C=NC(=C)[C@@H](C#N)N=C

Element x y z (Å)
C -2.1901 0.5235 1.1538
N -2.0035 -0.0419 0.0253
C -0.8658 -0.4956 -0.5431
C -0.7453 -0.7942 -1.8482
C 0.6346 -0.5884 0.3794
C 1.6952 -1.0475 -0.5469
N 2.6573 -1.1468 -1.1698
N 0.9805 0.5064 1.1397
C 1.6550 1.4774 0.7535
H -3.2180 0.5896 1.4401
H -1.4650 0.6255 1.9934
H -1.4749 -0.9417 -2.5955
H 0.0874 -1.0784 -2.5051
H 0.4037 -1.4457 0.9293
H 1.7374 2.1970 1.5538
H 2.1116 1.6607 -0.1598

Results of the natural (NBO) charge analysis, in e, for atoms 1 through 8:
1. C -0.025
2. N -0.432
3. C 0.176
4. C -0.378
5. C -0.211
6. C 0.264
7. N -0.331
8. N -0.412

(2)
C6H7N3 in the gas phase. Source: OMol25; level of theory: wB97M-V/def2-TZVPD.

- Charge: 0
- HOMO energy: -9.74 eV
- Orbital gap: 10.4 eV
- Structure (SMILES): CC1=NN2C[C@@]2(C#N)C1

Element x y z (Å)
C 0.9009 1.7843 -1.4633
C 0.3705 0.5391 -0.8211
N 0.3385 -0.6097 -1.2936
N -0.2934 -1.5377 -0.4879
C 0.4924 -1.8558 0.6813
C -0.6005 -0.8371 0.8163
C -1.9394 -1.1625 1.3193
N -2.9128 -1.4969 1.8628
C -0.3196 0.6301 0.5635
H 1.6615 2.2705 -0.8415
H 1.3335 1.5695 -2.4829
H 0.1041 2.5246 -1.5981
H 0.2441 -2.7898 1.1605
H 1.4675 -1.4662 0.8213
H -1.1959 1.2815 0.4912
H 0.3487 1.1561 1.2721

Results of the natural (NBO) charge analysis, in e, for atoms 1 through 8:
1. C -0.664
2. C 0.280
3. N -0.250
4. N -0.203
5. C -0.216
6. C -0.073
7. C 0.283
8. N -0.304

(3)
C6H7N3 in the gas phase. Source: OMol25; level of theory: wB97M-V/def2-TZVPD.

- Charge: 0
- HOMO energy (spin up / spin down): -7.55 / -8.07 eV
- Orbital gap (spin up / spin down): 6.8 / 7.1 eV

Element x y z (Å)
C 2.7769 -0.5799 0.5377
C -1.7403 1.2041 -0.6530
C -0.2109 0.1732 0.5170
C -1.6400 0.4339 0.6100
C 0.1958 0.0480 -0.9024
C 2.2503 -1.2228 -0.5175
N 1.1961 -0.7054 -1.3779
N -0.7350 0.6507 -1.5870
N -2.4631 0.1978 1.7523
H 2.0238 0.0910 0.6039
H -2.2141 1.9720 -1.0995
H 3.5399 -1.2819 1.0185
H 2.8015 -2.0499 -1.0166
H -0.6937 0.6593 -2.5613
H -3.1477 0.7956 2.1847
H -1.9397 -0.3857 2.4911

Results of the natural (NBO) charge analysis, in e, for atoms 1 through 8:
1. C -0.489
2. C 0.000
3. C -0.080
4. C 0.060
5. C 0.292
6. C -0.021
7. N -0.451
8. N -0.568

(4)
C6H7N3 in the gas phase. Source: OMol25; level of theory: wB97M-V/def2-TZVPD.

- Charge: 0
- HOMO energy: -7.69 eV
- Orbital gap: 8.5 eV
- Structure (SMILES): Cn1ccn2nccc12

Element x y z (Å)
C 2.0343 -0.9445 0.0074
N 0.9651 -0.0011 0.0079
C 1.0810 1.3982 -0.0364
C -0.1536 1.9777 0.0134
N -1.0192 0.8747 0.1204
N -2.3809 0.7687 0.0372
C -2.5132 -0.5317 -0.0820
C -1.3220 -1.2784 0.0574
C -0.3804 -0.2673 0.1372
H 2.0691 -1.4676 0.9356
H 3.0044 -0.4270 -0.0899
H 1.9311 -1.6396 -0.8491
H 2.0743 1.8123 -0.0807
H -0.5721 2.9540 -0.0095
H -3.5083 -0.8962 -0.2496
H -1.3095 -2.3321 0.0808

Results of the natural (NBO) charge analysis, in e, for atoms 1 through 8:
1. C -0.393
2. N -0.358
3. C -0.054
4. C -0.104
5. N -0.161
6. N -0.307
7. C -0.010
8. C -0.448

Which of them is the most stable, and which is the least stable? (4) and (3), in that order.

(1)
A gas-phase ion, C4H10N (charge +1). Source: OMol25; level of theory: wB97M-V/def2-TZVPD.

- Charge: +1
- HOMO energy: -16.66 eV
- Orbital gap: 12.2 eV
- Structure (SMILES): CC=[N+](C)C

Element x y z (Å)
C -0.7318 0.4492 -1.9213
C 0.2204 0.3324 -0.7905
N 0.1603 -0.0404 0.4265
C 1.4604 0.2015 1.2675
C -0.9026 -0.7931 1.0458
H -1.0973 1.4983 -2.0335
H -0.2524 0.2181 -2.8746
H -1.6620 -0.2940 -1.9932
H 1.1676 0.8362 -1.0998
H 2.0952 -0.6360 1.4070
H 1.9485 0.9805 0.7353
H 1.0757 0.5039 2.2534
H -1.4300 -1.3550 0.1742
H -0.5102 -1.6551 1.7328
H -1.5420 -0.2466 1.6703

Results of the natural (NBO) charge analysis, in e, for atoms 1 through 8:
1. C -0.731
2. C 0.302
3. N -0.245
4. C -0.379
5. C -0.450
6. H 0.297
7. H 0.279
8. H 0.263

(2)
A gas-phase ion, C4H10N (charge +1). Source: OMol25; level of theory: wB97M-V/def2-TZVPD.

- Charge: +1
- HOMO energy: -15.42 eV
- Orbital gap: 10.0 eV
- Structure (SMILES): C=[NH+]CCC

Element x y z (Å)
C 1.0398 -1.7526 0.8436
N 0.6037 -0.6041 1.2865
C -0.1969 0.2960 0.6045
C -0.3898 0.2961 -0.9167
C -0.9701 1.5177 -1.6080
H 0.7835 -2.4659 -0.0517
H 1.7641 -2.3575 1.3779
H 0.9528 -0.0941 2.2920
H -1.2098 0.3293 1.0872
H 0.2704 1.3712 0.9441
H 0.5608 0.0461 -1.5192
H -1.0008 -0.4390 -1.3354
H -0.7500 1.5222 -2.6997
H -0.4861 2.4859 -1.2615
H -2.0089 1.6872 -1.3801

Results of the natural (NBO) charge analysis, in e, for atoms 1 through 8:
1. C 0.087
2. N -0.408
3. C -0.257
4. C -0.449
5. C -0.605
6. H 0.275
7. H 0.233
8. H 0.492

Which of them is the most stable, and which is the least stable? (1) and (2), in that order.